i:
DFT (ωB97M-V/def2-TZVPD) results for 2 unconnected molecules or ions with the total composition C9H14.

Summary:
HOMO energy	-8.94	eV
E_LUMO	0.875	eV
HOMO-LUMO gap	9.815	eV
SMILES	Cc1ccccc1.CC

Geometry as XYZ:
```
23
C9H14 | the Open Molecules 2025 dataset | ωB97M-V/def2-TZVPD
C -1.99 0.87 2.03
C -2.02 -0.34 1.16
C -2.90 -1.40 1.36
C -2.66 -2.68 0.88
C -1.50 -2.98 0.18
C -0.69 -1.89 -0.17
C -0.98 -0.62 0.26
H -1.69 0.60 3.04
H -2.97 1.33 2.11
H -1.37 1.68 1.64
H -3.87 -1.22 1.83
H -3.36 -3.43 1.20
H -1.18 -3.93 -0.17
H 0.20 -2.03 -0.77
H -0.32 0.22 0.07
C 3.06 2.35 -2.44
C 3.80 1.63 -1.31
H 1.99 2.39 -2.23
H 3.39 3.39 -2.54
H 3.17 1.74 -3.33
H 4.85 1.84 -1.14
H 3.69 0.55 -1.29
H 3.34 1.91 -0.35
```

---

ii:
DFT (ωB97M-V/def2-TZVPD) results for 2 unconnected molecules or ions with the total composition C9H14.

Summary:
HOMO energy	-9.00	eV
E_LUMO	0.993	eV
HOMO-LUMO gap	9.996	eV
SMILES	Cc1ccccc1.CC

Geometry as XYZ:
```
23
C9H14 | the Open Molecules 2025 dataset | ωB97M-V/def2-TZVPD
C 0.84 -1.89 -0.22
C -0.49 -1.21 -0.09
C -0.91 -0.86 1.19
C -1.99 -0.02 1.39
C -2.67 0.55 0.32
C -2.30 0.14 -0.94
C -1.21 -0.70 -1.16
H 1.58 -1.25 0.24
H 1.25 -2.12 -1.20
H 0.86 -2.75 0.45
H -0.35 -1.20 2.05
H -2.24 0.26 2.41
H -3.38 1.33 0.52
H -2.87 0.51 -1.79
H -1.07 -1.00 -2.19
C 3.09 0.92 0.00
C 3.34 2.40 -0.34
H 2.10 0.61 -0.29
H 3.72 0.20 -0.55
H 3.29 0.71 1.04
H 2.37 2.87 -0.50
H 3.83 2.52 -1.30
H 3.91 2.86 0.46
```

---

iii:
DFT (ωB97M-V/def2-TZVPD) results for 2 unconnected molecules or ions with the total composition C9H14.

Summary:
HOMO energy	-8.96	eV
E_LUMO	0.981	eV
HOMO-LUMO gap	9.945	eV
SMILES	Cc1ccccc1.CC

Geometry as XYZ:
```
23
C9H14 | the Open Molecules 2025 dataset | ωB97M-V/def2-TZVPD
C 0.92 1.36 -2.12
C 0.25 0.05 -1.88
C -0.22 -0.65 -2.99
C -0.98 -1.81 -2.71
C -1.18 -2.25 -1.41
C -0.51 -1.68 -0.32
C 0.20 -0.54 -0.62
H 0.65 1.92 -3.02
H 2.00 1.28 -2.06
H 0.65 2.11 -1.37
H 0.01 -0.45 -4.02
H -1.53 -2.40 -3.44
H -1.80 -3.12 -1.24
H -0.45 -2.09 0.68
H 0.90 -0.07 0.07
C 0.85 1.07 3.56
C -0.62 1.10 3.06
H 1.48 0.73 2.72
H 1.23 1.98 4.02
H 0.96 0.20 4.20
H -0.70 1.63 2.11
H -1.24 1.60 3.80
H -0.87 0.05 2.96
```

---

From most stable to least stable, the computed energies give ii, i, iii.

---

i:
DFT (ωB97M-V/def2-TZVPD) results for 2 unconnected molecules or ions with the total composition C9H14.

Summary:
HOMO energy	-9.07	eV
E_LUMO	1.075	eV
HOMO-LUMO gap	10.147	eV
SMILES	Cc1ccccc1.CC

Geometry as XYZ:
```
23
C9H14 | the Open Molecules 2025 dataset | ωB97M-V/def2-TZVPD
C -0.56 -1.77 0.51
C -1.18 -0.53 -0.09
C -1.17 0.70 0.56
C -1.55 1.86 -0.10
C -1.98 1.75 -1.42
C -2.08 0.53 -2.04
C -1.68 -0.63 -1.39
H 0.11 -1.56 1.35
H 0.15 -2.22 -0.18
H -1.29 -2.46 0.92
H -0.77 0.72 1.56
H -1.49 2.86 0.32
H -2.32 2.66 -1.92
H -2.47 0.44 -3.05
H -1.63 -1.56 -1.94
C 2.54 -0.05 1.60
C 2.39 -0.17 0.09
H 3.00 -0.90 2.11
H 3.26 0.74 1.83
H 1.61 0.10 2.14
H 2.09 0.80 -0.31
H 3.37 -0.38 -0.32
H 1.66 -0.92 -0.21
```

---

ii:
DFT (ωB97M-V/def2-TZVPD) results for 2 unconnected molecules or ions with the total composition C9H14.

Summary:
HOMO energy	-9.09	eV
E_LUMO	0.991	eV
HOMO-LUMO gap	10.077	eV
SMILES	Cc1ccccc1.CC

Geometry as XYZ:
```
23
C9H14 | the Open Molecules 2025 dataset | ωB97M-V/def2-TZVPD
C -0.28 -2.39 0.62
C 0.59 -1.30 -0.04
C 0.32 -0.89 -1.32
C 1.13 0.08 -1.87
C 2.31 0.49 -1.26
C 2.52 0.15 0.06
C 1.59 -0.75 0.70
H -1.14 -1.79 1.09
H 0.26 -2.96 1.35
H -0.82 -3.22 -0.03
H -0.41 -1.36 -1.97
H 0.55 0.60 -2.74
H 3.12 1.03 -1.93
H 3.50 0.46 0.46
H 1.73 -1.21 1.78
C -1.63 2.04 1.25
C -2.14 1.26 0.04
H -0.57 2.18 1.05
H -2.08 3.09 1.39
H -1.82 1.65 2.23
H -3.03 0.64 0.31
H -2.31 1.83 -0.85
H -1.41 0.35 -0.33
```

---

iii:
DFT (ωB97M-V/def2-TZVPD) results for 2 unconnected molecules or ions with the total composition C9H14.

Summary:
HOMO energy	-8.92	eV
E_LUMO	1.020	eV
HOMO-LUMO gap	9.938	eV
SMILES	Cc1ccccc1.CC

Geometry as XYZ:
```
23
C9H14 | the Open Molecules 2025 dataset | ωB97M-V/def2-TZVPD
C -1.66 1.27 0.75
C -0.49 1.36 -0.11
C 0.75 0.99 0.33
C 1.80 1.01 -0.58
C 1.71 1.68 -1.78
C 0.43 2.14 -2.15
C -0.68 2.02 -1.34
H -2.60 1.36 -0.02
H -1.75 2.04 1.59
H -1.65 0.38 1.43
H 0.96 0.73 1.42
H 2.81 0.62 -0.41
H 2.60 1.84 -2.38
H 0.29 2.71 -3.10
H -1.60 2.29 -1.64
C 0.39 -2.81 0.38
C -0.58 -2.68 1.58
H 1.24 -2.15 0.43
H 0.87 -3.83 0.30
H -0.03 -2.59 -0.57
H -0.13 -2.59 2.51
H -1.55 -2.06 1.53
H -1.13 -3.71 1.82
```

---

From most stable to least stable, the computed energies give i, iii, ii.